Entry 1:
Molecular formula: C32H38CoN3P3Se3Si
Method: DFT, wB97M-V/def2-TZVPD

Properties
- Multiplicity: 1
- Frontier orbital gap (spin up / spin down): 5.648 / 5.909 eV
- Molecular weight: 881.50 Da
- Energy above the lowest of the compared OMol25 structures with the same formula, charge and spin: 27.02 kJ/mol
- LUMO level (spin up / spin down): -4.576 / -4.316 eV
- Highest occupied orbital energy (spin up / spin down): -0.376 / -0.376 hartree
- Energy: -11306.9635 Ha
- F_max: 1.03 eV/A
- Net charge: +1

```
81
Properties=species:S:1:pos:R:3:forces:R:3
Se 0.5788 0.4360 -2.4503 -1.0 0.1 0.3
Se 0.9299 0.9735 1.6198 -0.3 -0.3 -0.4
Se 2.2033 -4.1425 4.5878 0.0 0.0 0.1
Co 0.1457 -0.1231 -0.3149 0.9 -0.3 -0.4
P 1.0017 -0.8566 2.8346 0.1 -0.1 0.2
P -2.0501 -0.1075 -0.2028 0.3 0.0 -0.2
P 1.1504 -4.8721 2.9335 -0.1 0.0 0.0
Si 2.5486 1.1678 -3.5015 -0.1 -0.2 0.4
N 0.1293 -2.9518 -0.2654 -0.1 0.1 -0.3
N 0.3875 -4.0014 0.4621 0.0 0.2 0.0
N 0.3412 -1.8578 0.4474 -0.2 0.2 0.2
C -2.9929 -6.5781 3.9568 0.0 0.0 0.0
C -2.1177 -6.2172 4.9694 0.0 0.0 0.0
C 3.7199 -1.2118 2.8477 0.0 0.0 -0.1
C -0.9026 -2.0086 4.4962 0.0 0.0 -0.1
C 0.7747 -3.5977 1.6935 0.1 0.0 0.1
C -1.9283 -1.9699 5.4272 0.0 0.0 0.0
C 4.9654 -1.2640 3.4444 0.0 0.0 0.0
C -2.6820 0.1125 1.4735 0.1 0.0 0.0
C -0.7707 0.4011 4.5508 0.1 0.0 0.0
C -2.7846 1.2063 -1.1992 0.0 0.1 0.0
C 2.4184 0.5035 -5.2299 0.0 0.0 0.0
C 3.1769 -5.7404 1.2928 0.0 0.0 0.0
C 5.0909 -1.0273 4.8080 0.0 0.0 0.0
C -2.6160 -6.4340 2.6264 0.0 0.0 0.0
C 3.9746 -0.7337 5.5766 0.0 0.0 0.0
C 2.0191 -6.1206 1.9688 0.0 0.0 0.0
C -0.8653 -5.7061 4.6562 0.0 0.0 0.0
C -2.7565 -1.6537 -0.8040 0.0 0.0 0.0
C 3.9944 0.4890 -2.5482 0.1 0.1 -0.1
C 2.7204 -0.6870 4.9879 0.0 0.0 0.0
C -1.3684 -5.9251 2.3081 0.0 0.0 -0.1
C 0.7556 -2.2083 1.6926 -0.1 0.0 0.2
C -2.3678 -0.7526 5.9268 0.0 0.0 0.0
C -0.3254 -0.8217 4.0499 0.0 -0.1 0.0
C 2.5993 -0.9338 3.6257 0.0 0.1 0.0
C 2.3765 3.0175 -3.3901 0.1 0.0 -0.1
C 3.9127 -6.6829 0.5998 0.0 0.0 0.0
C -0.4885 -5.5536 3.3266 0.0 0.0 0.0
C -1.7855 0.4314 5.4931 0.0 0.0 0.0
C 2.3569 -8.3925 1.2649 0.0 0.0 0.0
C 1.6113 -7.4481 1.9578 0.0 0.0 0.0
C 3.5026 -8.0115 0.5863 0.0 0.0 0.0
H -1.0730 -5.8182 1.2714 0.0 0.0 0.0
H -3.1654 -0.7247 6.6571 0.0 0.0 0.0
H 6.0662 -1.0741 5.2733 0.0 0.0 0.0
H 4.0828 -8.7489 0.0483 0.0 0.0 0.0
H 3.6161 -1.4044 1.7858 0.0 0.0 0.0
H 3.2653 0.8552 -5.8235 0.0 0.0 0.0
H -2.4033 -6.3401 6.0057 0.0 0.0 0.0
H -3.8453 -1.6087 -0.7374 0.0 0.0 0.0
H -2.4598 -1.8190 -1.8391 0.0 0.0 0.0
H 4.0765 -0.5545 6.6379 0.0 0.0 0.0
H 4.9304 0.7860 -3.0270 0.0 0.0 0.0
H -3.9672 -6.9800 4.2015 0.0 0.0 0.0
H 3.9658 -0.6006 -2.5183 0.0 0.0 0.0
H 4.0012 0.8648 -1.5246 0.0 0.0 0.0
H -0.3308 1.3267 4.2016 0.0 0.0 0.0
H -0.5555 -2.9636 4.1309 0.0 0.0 0.0
H 4.8099 -6.3866 0.0731 0.0 0.0 0.0
H 5.8394 -1.4976 2.8522 0.0 0.0 0.0
H 3.1826 3.4782 -3.9665 0.0 0.1 0.0
H -2.3826 -2.4853 -0.2106 0.0 0.0 0.0
H -2.4326 2.1769 -0.8504 0.0 0.0 0.0
H 1.8444 -0.4916 5.5927 0.0 0.0 0.0
H -3.8726 1.1691 -1.1198 0.0 0.0 0.0
H -3.2945 -6.7252 1.8355 0.0 0.0 0.0
H -3.7735 0.1237 1.4540 0.0 0.0 0.0
H 1.5013 0.8349 -5.7166 0.0 0.0 0.0
H 2.0396 -9.4265 1.2592 0.0 0.0 0.0
H 3.5051 -4.7073 1.3188 0.0 0.0 0.0
H -2.4914 1.0802 -2.2404 0.0 0.0 0.0
H -0.1709 -5.4241 5.4390 0.0 0.0 0.0
H -2.3426 -0.7080 2.1067 0.0 0.0 0.0
H -2.3096 1.0464 1.8903 0.0 0.0 0.0
H 2.4363 -0.5868 -5.2352 0.0 0.0 0.0
H 0.7188 -7.7529 2.4884 0.0 0.0 0.0
H -2.3785 -2.8959 5.7592 0.0 0.0 0.0
H 1.4308 3.3664 -3.8043 0.0 0.0 0.0
H 2.4582 3.3629 -2.3596 0.0 0.0 0.0
H -2.1241 1.3806 5.8852 0.0 0.0 0.0
```
Forces are in eV/Å.

Results of the Löwdin charge analysis, in e, for atoms 1 through 4:
1. Se 0.4862
2. Se 0.5602
3. Se 0.4139
4. Co -0.2650

=====

Entry 2:
Molecular formula: C28H30Br2INO5PPt
Method: DFT, wB97M-V/def2-TZVPD

Properties
- Multiplicity: 1
- Frontier orbital gap: 6.462 eV
- Molecular weight: 973.31 Da
- Energy above the lowest of the compared OMol25 structures with the same formula, charge and spin: 137.56 kJ/mol
- LUMO level: 2.062 eV
- Highest occupied orbital energy: -0.162 hartree
- Energy: -7422.5655 Ha
- F_max: 2.17 eV/A
- Net charge: -1

```
69
Properties=species:S:1:pos:R:3:forces:R:3
Pt -0.6129 0.9979 -0.4791 -2.1 -0.1 -0.5
I -2.9622 0.3873 -1.6936 0.6 2.0 0.6
Br 6.2067 2.9365 0.4961 0.0 0.0 0.0
Br 1.6556 2.8896 3.8422 0.1 0.0 0.0
P 0.4653 -2.0442 0.3207 0.5 -0.6 0.2
O 0.4466 1.5023 1.4603 0.0 0.0 -0.1
O -0.6977 -1.1626 -0.0810 0.0 0.6 0.0
O 0.5509 -3.2445 -0.7680 0.2 0.5 0.3
O 0.0007 -2.9137 1.6295 0.3 0.2 -1.2
O 1.8113 -1.4574 0.4486 -0.1 -0.1 0.2
N 1.5487 0.9013 -0.9502 0.4 0.5 -0.5
C 2.3148 1.4694 -0.0052 0.6 0.1 -0.4
C 4.3870 2.4315 0.7717 0.4 0.3 0.4
C 1.1163 -2.0203 3.5655 -0.1 -0.1 -0.3
C -3.3099 2.5653 -1.6162 -0.4 -1.1 -0.3
C -4.8508 4.3636 -1.9557 0.1 0.4 0.0
C -0.2840 -4.7585 -2.3827 0.0 0.3 0.4
C 1.6692 1.7735 1.2468 -0.1 0.2 0.7
C 3.3676 0.8775 -2.4594 0.6 0.1 0.3
C -0.2207 -2.3740 2.9190 -0.3 0.1 1.1
C -0.9000 -3.5151 3.6937 0.2 0.2 -0.3
C 3.8038 2.7478 1.9764 0.4 -0.1 -0.5
C 2.4757 2.4307 2.1918 -0.6 -0.3 0.1
C 4.1810 1.4840 -1.5353 -0.3 -0.3 -0.2
C -2.2719 3.4296 -1.2165 0.1 0.0 -0.1
C -3.8830 5.2559 -1.5953 -0.2 -0.1 -0.1
C -2.5867 4.8238 -1.2435 0.1 -0.2 0.0
C -0.9777 2.9899 -0.8136 0.9 -1.3 0.4
C -0.3907 -4.2922 -0.9239 -0.4 -0.8 -0.2
C -0.3317 5.3248 -0.5642 -0.3 0.2 -0.1
C 1.1285 -0.1380 -3.0652 -0.1 0.1 -0.1
C -0.0387 3.9559 -0.5202 0.1 -0.3 0.0
C -1.1330 -1.1495 2.8736 0.2 -0.2 -0.2
C 0.0213 -5.4463 -0.0028 0.0 0.3 -0.1
C -1.8210 -3.8482 -0.6250 0.2 0.0 0.0
C -4.5511 2.9971 -1.9844 0.1 -0.6 0.0
C -1.5849 5.7534 -0.9023 0.2 0.1 0.1
C 3.6728 1.7939 -0.2571 -0.3 -0.1 0.1
C 2.0424 0.5784 -2.1308 -0.5 0.1 0.5
H 0.9950 -1.1568 -2.6992 -0.1 -0.1 0.0
H 5.2080 1.7133 -1.7731 0.1 0.1 0.0
H -1.8983 -3.5678 0.4196 -0.2 0.0 0.1
H -2.5163 -4.6575 -0.8416 0.0 -0.1 0.0
H -5.8428 4.6955 -2.2218 -0.1 0.1 0.0
H -1.3779 -0.8249 3.8834 0.0 0.0 0.1
H 1.7664 -2.8929 3.5603 0.1 -0.1 0.0
H -2.0519 -1.3857 2.3382 -0.1 0.0 0.0
H -0.6890 -6.2665 -0.0686 -0.1 -0.1 0.0
H 0.4390 6.0382 -0.3036 0.0 0.1 0.0
H 1.5307 -0.1632 -4.0750 0.0 0.0 -0.1
H 0.1478 0.3487 -3.0650 0.1 -0.1 0.0
H -5.2955 2.2813 -2.2938 -0.1 0.0 0.0
H -0.8837 -5.6551 -2.5222 -0.1 -0.1 -0.1
H 4.3670 3.2503 2.7492 0.0 0.0 0.0
H 1.5953 -1.2390 2.9848 0.1 0.2 0.0
H -0.2361 -4.3770 3.7273 0.1 -0.1 0.1
H 0.9647 3.6730 -0.2234 -0.1 -0.1 0.0
H -1.8156 -3.8113 3.1857 -0.1 0.0 0.0
H -1.8330 6.8060 -0.8999 0.0 0.1 0.0
H -0.6299 -0.3372 2.3559 -0.1 0.2 0.0
H 0.7544 -4.9805 -2.6190 0.1 0.0 0.0
H -2.0733 -2.9771 -1.2236 -0.1 0.0 -0.1
H 1.0088 -5.8030 -0.2867 0.1 -0.1 0.0
H 0.9729 -1.6789 4.5872 0.0 0.1 0.1
H 0.0702 -5.0814 1.0165 0.0 -0.1 0.1
H 3.7394 0.6236 -3.4404 0.0 0.0 -0.1
H -4.0960 6.3145 -1.5699 0.0 0.1 0.0
H -0.6361 -3.9773 -3.0538 0.0 0.1 -0.1
H -1.1415 -3.2076 4.7079 0.0 0.1 0.1
```
Forces are in eV/Å.

Results of the Löwdin charge analysis, in e, for atoms 1 through 4:
1. Pt 0.8263
2. I 1.0419
3. Br 0.7023
4. Br 0.7287

=====

Entry 3:
Molecular formula: C34H52B2CrN16
Method: DFT, wB97M-V/def2-TZVPD

Properties
- Multiplicity: 6
- Frontier orbital gap (spin up / spin down): 8.320 / 6.556 eV
- Molecular weight: 758.52 Da
- Energy above the lowest of the compared OMol25 structures with the same formula, charge and spin: 20.72 kJ/mol
- LUMO level (spin up / spin down): -1.948 / -4.296 eV
- Highest occupied orbital energy (spin up / spin down): -0.377 / -0.399 hartree
- <S²>: 8.77
- Energy: -3297.1131 Ha
- F_max: 0.27 eV/A
- Net charge: +1

```
105
Properties=species:S:1:pos:R:3:forces:R:3
Cr 0.6377 1.2635 -0.0767 0.0 0.1 0.2
N -0.1534 2.6348 1.3843 0.1 0.0 0.0
N 1.7511 0.1390 -1.4110 0.0 -0.1 0.1
N 1.8387 -1.2128 -1.4031 0.0 0.0 -0.1
N 2.5954 1.4115 1.2299 0.0 0.1 -0.3
N -2.9410 -1.3328 0.0713 0.0 0.0 0.0
N 0.2697 -1.7990 0.5298 0.0 0.0 0.0
N 0.1800 -0.5188 0.9725 -0.2 0.0 -0.1
N 2.0963 -3.9619 0.1345 0.0 0.0 0.0
N -0.9507 -0.9431 -2.3043 0.0 0.0 -0.1
N 0.8628 2.9994 -1.2686 0.1 0.0 0.1
N -0.5079 -2.1344 -1.8537 0.0 0.0 0.0
N 0.7376 3.6408 1.6044 0.0 0.1 0.0
N -3.1488 -0.1030 -0.3363 0.1 0.0 0.0
N 1.7002 3.8963 -0.6848 0.1 0.0 -0.1
N 1.3131 -3.5809 -0.9080 0.0 0.0 0.0
N 3.0290 2.6909 1.1209 0.0 0.0 0.1
C 2.0245 4.8529 -1.5585 0.0 0.0 0.0
C 0.2741 4.4600 2.5530 0.0 0.0 0.0
C 0.2507 1.6200 -4.2396 0.0 0.0 0.0
C -1.6302 2.4220 -2.7482 0.0 0.0 0.0
C -5.2096 -2.0663 -0.4811 0.0 0.0 0.0
C 3.2865 -1.1062 3.1329 0.0 0.0 0.0
C -1.1785 2.8476 2.2176 0.0 0.0 0.0
C 3.7115 -0.4537 -2.3127 0.0 0.0 0.0
C -3.5328 2.6464 1.4510 0.0 0.0 0.0
C -2.8419 1.6797 3.6725 0.0 0.0 0.0
C -1.9889 -1.2112 -3.0863 0.0 0.1 0.1
C 2.4108 -5.3712 -1.5992 0.0 0.0 0.0
C 4.8280 1.4616 1.4427 0.0 0.0 0.0
C 4.3631 2.7442 1.2504 0.0 0.0 0.0
C 0.6433 3.4291 -2.5180 0.0 0.0 0.0
C -2.4014 1.9833 2.2410 -0.1 0.0 0.0
C -0.3374 2.8031 -3.4682 0.0 0.0 0.0
C 3.0177 -1.5838 -1.9425 0.0 0.0 0.0
C 1.5107 -4.4093 -1.9713 0.0 0.0 0.0
C -0.1833 -0.5779 2.2529 0.1 0.0 0.0
C -0.0389 -2.6417 1.5322 -0.1 0.0 0.0
C -3.5140 -3.6187 0.5274 0.0 0.0 0.0
C 4.8324 -1.5600 1.2065 0.0 0.0 0.0
C 3.6788 0.6563 1.4227 0.0 0.0 0.0
C -0.9502 3.9958 2.9804 0.0 0.0 0.0
C -4.4703 -1.7419 1.9123 0.0 0.0 0.0
C -1.2893 -3.1366 -2.3152 0.0 0.0 0.0
C 3.5745 -0.8231 1.6555 0.0 0.0 0.0
C -2.2631 -2.5851 -3.1180 0.0 0.0 0.0
C -0.3544 -1.9014 2.6542 0.0 0.0 0.0
C 1.3803 4.5921 -2.7505 0.0 0.0 0.0
C -4.0580 -2.1964 0.5101 0.0 0.0 0.0
C 2.7395 -5.0393 -0.2694 0.0 0.0 0.0
C 2.8762 0.5999 -1.9501 0.0 0.0 0.0
B 2.0597 3.8352 0.8230 0.0 0.0 0.0
B 0.7271 -2.1788 -0.9212 0.1 0.0 0.1
H -3.6282 -1.8096 2.6026 0.0 0.0 0.0
H -0.2643 0.3327 2.8236 0.0 0.0 0.0
H -3.1773 -3.9171 -0.4656 0.0 0.0 0.0
H -0.5766 3.5898 -4.1886 0.0 0.0 0.0
H 3.1204 -2.1733 3.2916 0.0 0.0 0.0
H -2.0354 1.2361 4.2576 0.0 0.0 0.0
H -2.1433 1.0410 1.7551 0.0 0.0 0.0
H 5.8479 1.1536 1.5917 0.0 0.0 0.0
H -5.6757 -1.0787 -0.4573 0.0 0.0 0.0
H -3.2337 2.8455 0.4190 0.0 0.0 0.0
H 1.0276 -4.2379 -2.9183 0.0 0.0 0.0
H -5.2713 -2.3837 2.2782 0.0 0.0 0.0
H 4.6840 -0.4014 -2.7680 0.0 0.0 0.0
H 2.4062 -0.5618 3.4746 0.0 0.0 0.0
H 5.6887 -1.2862 1.8266 0.0 0.0 0.0
H 1.1616 1.9113 -4.7635 0.0 0.0 0.0
H -2.0227 3.2586 -2.1679 0.0 0.0 0.0
H -3.6894 0.9931 3.6787 0.0 0.0 0.0
H -2.3880 2.1129 -3.4708 0.0 0.0 0.0
H -0.4658 1.2598 -4.9803 0.0 0.0 0.0
H 3.4148 -5.5431 0.4037 0.0 0.0 0.0
H -3.8024 3.6029 1.9005 0.0 0.0 0.0
H 4.6844 -2.6367 1.2960 0.0 0.0 0.0
H -3.1553 2.5918 4.1823 0.0 0.0 0.0
H 4.1326 -0.7957 3.7497 0.0 0.0 0.0
H -4.8312 -0.7127 1.8957 0.0 0.0 0.0
H -1.9832 -1.5434 0.3507 0.0 0.0 0.0
H 2.7769 -6.1902 -2.1928 0.0 0.0 0.0
H -1.5869 4.4252 3.7335 0.0 0.0 0.0
H -5.9862 -2.7774 -0.2046 0.0 0.0 0.0
H -2.4982 -0.4105 -3.6002 0.0 0.0 0.0
H -0.6110 -2.2700 3.6319 0.0 0.0 0.0
H -1.4315 1.5771 -2.0828 0.0 0.0 0.0
H 1.3954 5.1811 -3.6510 0.0 0.0 0.0
H -4.0021 0.0631 -0.8518 0.0 0.0 0.0
H 0.0272 -3.7056 1.3904 0.0 0.0 0.0
H 2.5520 4.8828 1.1311 0.0 0.0 0.0
H 2.7362 -1.1964 1.0642 0.0 0.0 0.0
H 4.8844 3.6860 1.2018 0.0 0.0 0.0
H -2.3235 0.4343 -0.5884 0.0 -0.2 -0.1
H -4.4268 2.0176 1.4458 0.0 0.0 0.0
H 0.4836 0.7964 -3.5653 0.0 0.0 0.0
H 3.2918 -2.6217 -2.0239 0.0 0.0 0.0
H -3.0234 -3.1044 -3.6756 0.0 0.0 0.0
H -4.3016 -4.2978 0.8495 0.0 0.0 0.0
H 2.6654 5.6662 -1.2623 0.0 0.0 0.0
H -2.6842 -3.7080 1.2292 0.0 0.0 0.0
H -4.8800 -2.2965 -1.4951 0.0 0.0 0.0
H 0.8488 5.3189 2.8553 0.0 0.0 0.0
H 5.0771 -1.3331 0.1682 0.0 0.0 0.0
H -1.1002 -4.1638 -2.0547 0.0 0.0 0.0
H 3.0351 1.6632 -2.0395 0.0 0.0 0.0
```
Forces are in eV/Å.

Results of the Löwdin charge analysis, in e, for atoms 1 through 4:
1. Cr 0.7288
2. N 0.0371
3. N -0.0474
4. N 0.0420